## A
Computed, not measured: 9 unconnected molecules or ions with the total composition C18H54O9, with the ωB97M-V functional and the def2-TZVPD basis.

Atoms and positions in Å:
H: -140.35 -149.38 -49.77
C: -147.96 -139.97 -49.43
H: -141.84 -148.54 -48.07
H: -149.45 -147.95 -50.27
H: -145.28 -143.55 -53.54
C: -141.08 -148.55 -49.93
H: -143.74 -148.27 -54.89
H: -145.29 -148.61 -53.77
H: -143.07 -140.86 -48.33
H: -143.65 -145.99 -46.37
H: -143.97 -147.11 -51.13
H: -141.92 -144.20 -45.37
H: -145.01 -143.28 -49.18
H: -145.13 -144.32 -46.96
H: -146.61 -141.56 -49.35
H: -142.73 -149.45 -49.32
H: -140.69 -144.67 -44.29
O: -143.49 -141.35 -51.39
H: -148.61 -143.27 -52.78
H: -146.75 -147.22 -49.65
H: -148.05 -139.91 -50.47
H: -148.27 -143.51 -51.14
O: -144.52 -147.15 -51.86
C: -146.88 -144.46 -52.46
C: -141.28 -140.66 -48.72
C: -144.25 -144.40 -47.58
C: -143.62 -147.50 -52.86
H: -140.46 -140.49 -46.75
H: -141.45 -139.57 -48.55
H: -148.44 -142.14 -49.11
H: -141.32 -148.40 -50.89
H: -142.95 -146.60 -52.96
H: -145.19 -140.55 -50.83
H: -143.95 -139.29 -51.19
O: -147.21 -147.82 -51.66
H: -148.71 -148.66 -48.85
C: -144.32 -147.92 -54.11
O: -142.43 -141.42 -48.65
H: -147.43 -142.49 -52.01
H: -147.39 -138.04 -49.66
C: -140.24 -141.02 -47.69
C: -148.59 -148.66 -49.89
H: -143.97 -145.41 -43.70
H: -143.25 -141.32 -50.40
C: -145.03 -140.37 -52.91
C: -141.69 -144.70 -44.53
C: -144.49 -140.36 -51.49
H: -148.90 -139.54 -49.12
O: -143.77 -146.09 -44.48
H: -146.48 -147.33 -51.94
H: -146.13 -144.70 -51.70
H: -147.57 -141.23 -47.77
H: -143.54 -147.02 -48.71
C: -142.39 -146.08 -44.41
H: -140.81 -140.59 -49.58
H: -143.30 -143.78 -47.14
H: -146.58 -149.07 -50.34
C: -142.29 -148.52 -49.01
O: -143.92 -145.75 -47.29
H: -147.47 -145.26 -52.64
C: -147.57 -141.32 -48.90
H: -149.07 -149.52 -50.46
H: -140.20 -142.03 -47.25
H: -142.04 -146.65 -43.34
H: -140.55 -147.66 -49.90
H: -145.53 -139.50 -53.19
C: -144.64 -144.27 -49.02
H: -145.50 -141.28 -53.20
H: -145.44 -144.82 -49.19
C: -147.15 -148.17 -50.32
H: -144.34 -140.37 -53.74
H: -144.80 -146.99 -54.57
O: -146.19 -144.05 -53.57
H: -142.94 -148.31 -52.59
C: -147.73 -143.46 -52.15
H: -144.02 -144.67 -49.60
O: -143.12 -147.42 -49.49
H: -139.07 -140.81 -47.96
O: -147.06 -138.87 -49.26
H: -142.20 -143.96 -43.85
H: -141.92 -146.67 -45.18

Values from the calculation:
net charge = 0
molar mass = 414.621 g mol⁻¹
SMILES string = CCO.CCO.CCO.CCO.CCO.CCO.CCO.CCO.CCO

## B
Computed, not measured: 9 unconnected molecules or ions with the total composition C18H54O9, with the ωB97M-V functional and the def2-TZVPD basis.

Atoms and positions in Å:
H: -27.89 -18.15 -19.18
H: -23.03 -17.86 -15.76
H: -20.33 -13.17 -16.91
O: -23.98 -18.07 -15.72
H: -21.22 -22.45 -19.24
H: -28.94 -19.83 -20.44
H: -23.53 -22.89 -18.67
O: -24.72 -13.50 -14.02
H: -18.85 -23.89 -17.14
H: -24.46 -23.51 -15.08
H: -20.20 -11.70 -15.14
H: -20.82 -21.51 -17.85
C: -22.27 -12.77 -16.16
H: -22.71 -13.11 -17.11
H: -28.24 -22.20 -20.52
H: -25.15 -13.17 -14.81
H: -26.10 -11.06 -12.16
O: -23.75 -16.16 -13.44
H: -26.38 -14.74 -12.24
H: -25.59 -17.71 -16.94
C: -24.09 -18.70 -18.10
H: -24.15 -18.25 -19.09
H: -22.21 -11.68 -16.28
H: -20.78 -17.99 -14.55
H: -26.85 -21.87 -19.47
H: -19.98 -15.09 -15.05
H: -19.66 -23.47 -20.69
H: -23.97 -25.09 -15.68
H: -26.92 -19.34 -18.27
H: -25.50 -20.87 -14.75
H: -18.08 -22.62 -20.54
C: -24.50 -17.70 -17.03
C: -23.49 -23.11 -17.60
C: -26.64 -13.72 -12.54
H: -24.45 -15.97 -18.35
O: -25.78 -20.53 -15.61
H: -24.15 -15.29 -13.32
C: -19.20 -22.72 -18.70
H: -20.32 -20.99 -19.50
H: -24.63 -19.63 -17.99
C: -20.86 -14.82 -15.64
C: -20.42 -21.83 -18.81
H: -23.01 -16.13 -17.34
O: -29.08 -20.56 -18.48
C: -25.64 -11.48 -13.05
C: -24.10 -16.26 -17.36
O: -25.91 -23.00 -17.44
H: -25.92 -22.27 -16.79
O: -21.20 -18.00 -15.42
H: -27.28 -13.88 -13.41
O: -20.17 -12.64 -14.92
H: -26.33 -11.30 -13.89
H: -24.23 -16.56 -14.18
H: -24.93 -24.67 -17.90
H: -26.53 -19.05 -19.94
C: -20.86 -13.33 -15.97
C: -18.80 -23.27 -20.05
H: -20.93 -15.43 -16.54
H: -18.37 -22.13 -18.29
H: -24.71 -10.94 -13.21
H: -24.67 -13.04 -12.04
C: -24.77 -23.84 -17.21
H: -22.62 -23.77 -17.47
C: -24.74 -24.31 -15.77
H: -23.32 -22.19 -17.05
H: -23.02 -18.95 -17.99
H: -27.15 -13.29 -11.67
H: -25.05 -19.96 -15.89
O: -19.55 -23.77 -17.79
C: -27.54 -21.42 -20.19
H: -25.67 -24.79 -15.48
H: -18.32 -24.25 -19.92
H: -29.92 -20.93 -18.79
H: -24.49 -15.56 -16.62
C: -28.29 -20.21 -19.63
C: -27.37 -19.10 -19.24
H: -22.93 -12.96 -15.32
H: -26.92 -21.18 -21.06
H: -20.52 -18.29 -16.04
C: -25.38 -12.95 -12.87
H: -21.73 -15.12 -15.04

Values from the calculation:
net charge = 0
molar mass = 414.621 g mol⁻¹
SMILES string = CC(C)O.CC(C)O.CC(C)O.CC(C)O.CC(C)O.CC(C)O.O.O.O

Most stable of them? B.

## A
Computed, not measured: 9 unconnected molecules or ions with the total composition C18H54O9, with the ωB97M-V functional and the def2-TZVPD basis.

Atoms and positions in Å:
C: 3.49 0.55 -1.09
H: -3.92 -0.01 2.74
H: -2.11 -1.06 -1.64
H: 2.69 -1.38 2.71
H: -2.72 -2.89 -3.55
H: -0.27 -1.71 3.85
C: -0.80 -2.47 3.29
O: -0.13 -2.71 2.01
H: -4.04 -4.04 -3.26
C: -3.36 -2.80 -1.46
C: -3.23 2.95 0.87
C: -3.09 1.49 1.25
H: 0.53 -3.58 -1.10
H: -1.36 5.73 0.26
H: -4.27 -3.12 -0.93
H: -1.08 -4.42 -2.67
O: 1.14 5.31 -1.84
H: -3.50 1.51 3.38
H: 5.72 1.57 3.63
C: 4.35 -0.06 3.08
H: -3.37 0.92 0.35
H: -4.39 -2.34 -3.26
C: 1.66 -5.44 -2.76
O: 0.26 -0.29 0.30
H: 4.69 -0.03 2.06
H: 4.41 1.53 4.64
C: 0.84 4.27 0.44
H: -0.46 4.14 -1.31
H: -3.79 -0.71 -1.37
O: -1.67 1.15 1.48
H: 1.36 -5.68 -1.72
H: 2.49 -0.32 4.08
H: -1.82 -2.28 3.00
H: -2.61 -1.29 -0.09
C: 4.63 1.36 3.59
C: 2.88 -0.36 3.07
C: -0.48 1.40 -2.77
H: 2.37 0.34 2.43
O: -2.28 -3.67 -1.01
H: 0.39 2.90 -3.57
H: -0.37 0.36 0.64
H: -0.83 -3.38 3.92
C: 0.22 4.88 -0.84
H: 1.34 -6.17 -3.51
H: 0.31 0.67 -2.90
H: -0.25 6.97 -0.14
C: -0.67 6.07 -0.52
H: 1.37 4.91 1.10
H: 1.87 0.48 0.05
H: -4.26 3.24 1.00
C: 1.01 -3.19 -2.00
H: 3.34 1.30 -1.89
H: 4.85 -1.83 3.53
C: 0.91 -4.23 -3.11
C: -3.00 -1.38 -1.10
H: -1.20 6.30 -1.46
H: 0.07 -1.10 0.82
H: -2.68 3.53 1.61
H: 4.56 0.55 -0.90
H: 2.05 -2.91 -1.81
H: 0.67 -3.27 2.03
H: 0.05 3.77 1.05
H: -1.44 0.91 -2.93
H: 0.50 -2.21 -2.12
H: -3.03 3.09 -0.18
H: -2.17 -3.64 -0.07
O: -0.43 -4.58 -3.38
H: 3.10 -0.40 -1.42
H: 1.25 -3.70 -3.99
H: 2.77 -5.34 -2.70
H: -4.99 1.32 2.41
H: -1.22 1.66 2.16
H: -0.41 1.58 -1.70
O: -0.50 2.55 -3.61
C: -3.62 -3.06 -2.99
H: 1.53 3.52 0.09
H: 2.01 4.94 -1.66
C: -3.93 1.05 2.48
O: 5.11 -0.97 3.86
O: 2.73 1.03 -0.04
H: 4.24 2.20 3.09

Values from the calculation:
net charge = 0
molar mass = 414.621 g mol⁻¹
SMILES string = CC(C)O.CC(C)O.CC(C)O.CC(C)O.CC(C)O.CO.CO.CO.O

## B
Computed, not measured: 9 unconnected molecules or ions with the total composition C18H54O9, with the ωB97M-V functional and the def2-TZVPD basis.

Atoms and positions in Å:
O: 0.33 -3.79 -5.86
C: 0.59 -4.60 -4.77
H: -5.01 -4.33 0.38
O: -1.61 7.03 1.49
H: -3.27 -4.31 0.92
O: -3.64 5.11 5.18
O: 2.16 4.98 -1.12
H: 4.71 -5.12 1.28
C: 2.69 -4.92 1.24
H: -1.00 -3.25 4.54
H: -1.64 10.02 1.97
C: 4.47 -0.47 -7.58
H: 3.88 -3.36 -8.86
H: 4.81 0.51 -7.90
C: -4.91 -4.71 2.51
H: -1.86 2.33 5.97
H: 1.21 -2.47 5.32
H: 4.95 -1.56 -9.55
H: -4.29 -3.02 1.30
H: -2.60 2.80 4.42
C: 3.39 4.77 -0.39
C: -0.97 -2.23 4.94
O: 3.96 -2.67 -8.20
H: -3.30 5.27 4.30
H: -4.35 -4.49 3.41
H: 1.90 4.26 -1.70
H: 1.84 -5.60 1.37
H: 1.26 -4.14 -4.04
C: -1.85 1.60 -1.26
O: 3.97 -6.70 2.37
H: 1.08 -5.50 -5.15
H: -1.37 -4.24 -3.84
H: -2.54 1.46 -2.09
H: 5.25 -0.84 -6.91
H: 0.05 0.94 -3.02
H: 1.21 -3.64 -6.22
H: -1.78 4.73 5.69
C: -2.73 2.81 5.50
H: -2.54 1.41 -0.43
C: -0.73 -5.04 -4.21
H: 3.56 -0.27 -7.01
H: -0.91 -1.56 4.08
H: -2.31 -2.72 6.43
C: -2.75 4.31 5.94
O: -4.90 -6.13 2.41
H: -0.86 6.69 1.00
H: -0.29 0.86 -0.17
H: -5.87 -4.37 2.91
C: -0.57 0.69 -1.21
H: -5.80 -6.41 2.54
C: -2.40 9.47 1.43
H: -3.33 9.42 2.01
H: 0.13 -2.97 6.63
H: -0.54 -5.88 -3.55
H: -2.84 7.69 0.19
H: -1.27 8.39 -0.06
H: -3.53 2.15 5.83
H: 2.34 -4.28 0.43
H: -0.76 -0.36 -1.43
H: 3.25 -1.15 -9.29
C: -4.31 -4.10 1.18
H: 4.02 -7.56 1.94
H: 3.40 5.39 0.51
H: 0.35 -1.26 6.30
H: -2.96 4.35 7.01
H: 3.82 -6.23 0.24
H: 2.52 -4.26 2.09
O: -2.12 -2.00 5.83
C: 4.41 5.39 -1.31
H: 4.65 4.74 -2.16
O: 0.24 1.30 -2.16
H: -1.27 -5.52 -5.04
H: 3.51 3.73 -0.09
C: -1.99 8.14 0.71
H: 5.43 5.60 -0.99
H: -1.49 2.62 -1.38
H: 4.04 6.31 -1.76
C: 3.86 -5.79 1.24
C: 0.28 -2.24 5.84
C: 4.18 -1.42 -8.79
H: -2.64 10.21 0.67

Values from the calculation:
net charge = 0
molar mass = 414.621 g mol⁻¹
SMILES string = CCO.CCO.CCO.CCO.CCO.CCO.CCO.CCO.CCO

Most stable of them? A.

## A
Computed, not measured: a single C4H6NOPS molecule, with the ωB97M-V functional and the def2-TZVPD basis.

Atoms and positions in Å:
C: -1.98 1.18 0.61
H: 2.35 -0.54 -0.95
C: -0.41 -2.17 -0.16
H: -2.75 1.90 0.92
C: -0.82 -0.92 0.01
H: 2.30 1.38 -0.24
H: 0.66 -2.27 -0.24
N: -0.01 0.25 0.02
S: -2.45 -0.45 0.44
C: -0.68 1.43 0.33
H: -0.21 2.40 0.06
H: -1.19 -2.83 0.20
O: 2.19 -0.34 1.49
P: 1.69 0.13 0.15

Values from the calculation:
net charge = 0
molar mass = 147.139 g mol⁻¹
SMILES string = C=C1SC=CN1[PH2]=O

## B
Computed, not measured: 2 unconnected molecules or ions with the total composition C4H6NOPS, with the ωB97M-V functional and the def2-TZVPD basis.

Atoms and positions in Å:
H: -3.53 0.12 -1.64
O: -2.86 1.72 0.05
S: -0.43 -2.43 -0.02
H: 1.53 1.65 0.40
C: 1.05 -0.38 0.21
C: 1.20 -1.74 0.09
H: -2.02 1.88 -0.27
H: 2.07 -2.32 0.34
H: 2.88 0.61 1.10
C: 2.06 0.69 0.28
P: -3.50 0.21 -0.17
C: -1.11 -0.81 0.06
N: -0.19 0.10 0.17
H: 2.86 0.71 -0.60

Values from the calculation:
net charge = 0
molar mass = 147.139 g mol⁻¹

Most stable of them? A.

## A
Computed, not measured: 2 unconnected molecules or ions with the total composition C3H4ClI, with the ωB97M-V functional and the def2-TZVPD basis.

Atoms and positions in Å:
C: -0.84 -0.20 -1.79
Cl: 1.99 1.87 1.40
H: 0.85 0.16 2.85
I: -1.26 -2.15 -1.72
C: 0.29 -0.03 0.83
H: -0.35 -0.90 1.03
H: -0.07 0.05 -2.54
C: 1.03 0.56 1.76
H: -1.64 0.64 -1.82

Values from the calculation:
net charge = 0
molar mass = 202.422 g mol⁻¹

## B
Computed, not measured: 2 unconnected molecules or ions with the total composition C3H4ClI, with the ωB97M-V functional and the def2-TZVPD basis.

Atoms and positions in Å:
I: 2.94 0.59 -0.09
H: 0.91 0.17 1.85
C: -1.44 1.21 -0.60
C: 1.23 -0.18 0.81
H: 0.97 -1.24 0.46
C: -0.40 0.36 -0.40
H: -2.30 0.88 -1.31
H: -0.22 -0.58 -0.94
Cl: -1.76 2.60 0.26

Values from the calculation:
net charge = 0
molar mass = 202.422 g mol⁻¹

Most stable of them? B.